Here is the molecule C5H5FO2 at a distorted geometry from OMol25. Energies are from ωB97M-V/def2-TZVPD.

```
13
C5H5FO2, DFT ωB97M-V/def2-TZVPD
O 2.204 -0.760 -0.499
C 1.226 -0.254 0.390
C -0.035 -1.114 0.465
C -1.064 -0.449 -0.051
F -2.314 -0.887 -0.159
C -0.712 0.927 -0.485
O -0.230 1.733 0.594
C 0.721 1.045 -0.211
H 2.497 -1.640 -0.188
H 1.659 -0.077 1.389
H -0.061 -2.094 0.929
H -1.266 1.461 -1.311
H 1.401 1.622 -0.793
```

HOMO energy: -9.755 eV
orbital gap: 10.5 eV
SMILES: O[C@@H]1C=C(F)[C@H]2O[C@@H]12
charge: 0
energy above the lowest of the compared OMol25 structures with the same formula, charge and spin: 36.9 kcal/mol
LUMO: 0.75 eV
E_tot: -12076.2879 eV